Entry 1:
59
Properties=species:S:1:pos:R:3 method="wB97M-V/def2-TZVPD" gap_ev=6.6 charge=-1
N -0.681 3.269 1.363
C 0.267 2.329 2.123
C 1.827 2.584 1.593
O 2.268 3.989 1.825
C 2.818 1.624 2.478
Nb 3.401 -0.344 1.442
N 1.386 -0.702 0.776
O 3.760 0.636 -0.418
C 3.034 -1.372 3.491
B 4.133 -0.704 4.563
O 5.606 -0.686 4.312
O 3.673 -0.085 5.852
H -1.607 2.779 1.210
H -0.832 4.151 1.914
H -0.083 1.221 1.859
H 0.168 2.429 3.288
H 1.920 2.263 0.466
H 3.263 4.035 1.942
H 2.226 1.358 3.477
H 3.821 2.120 2.822
H 3.866 -1.952 0.670
H 5.182 -0.106 1.800
H 1.193 -0.112 -0.086
H 1.186 -1.711 0.580
H 3.438 0.083 -1.192
H 1.964 -1.065 3.913
H 3.178 -2.529 3.378
H 5.774 0.237 3.908
H 4.154 -0.514 6.625
O 0.581 -3.957 -0.709
S -0.294 -5.078 -0.978
O 0.059 -6.120 -1.919
O -1.777 -4.517 -1.351
C -1.901 -3.556 -2.390
C -1.834 -4.210 -3.757
C -0.729 -5.840 0.566
H -1.145 -2.771 -2.288
H -2.880 -3.080 -2.269
H -0.835 -4.609 -3.952
H -2.070 -3.487 -4.543
H -2.536 -5.048 -3.822
H -1.062 -5.066 1.260
H 0.159 -6.338 0.960
H -1.520 -6.571 0.390
O -2.003 1.735 -3.324
S -2.501 2.655 -2.324
O -3.141 2.198 -1.109
O -3.469 3.750 -3.045
C -4.547 3.284 -3.844
C -5.722 2.850 -2.987
C -1.195 3.775 -1.884
H -4.222 2.477 -4.508
H -4.858 4.120 -4.480
H -5.477 1.952 -2.412
H -6.593 2.627 -3.610
H -5.988 3.631 -2.268
H -0.751 4.177 -2.796
H -0.446 3.215 -1.319
H -1.607 4.574 -1.266



Entry 2:
79
Properties=species:S:1:pos:R:3 method="wB97M-V/def2-TZVPD" gap_ev=9.9
C 5.971 -3.224 25.757
N 5.254 -2.329 24.828
O 4.259 -1.758 25.272
O 5.664 -2.366 23.669
H 5.952 -2.830 26.772
H 6.978 -3.380 25.369
H 5.477 -4.189 25.642
C 12.798 -5.330 23.640
N 12.278 -4.507 24.801
O 11.027 -4.427 24.977
O 13.127 -4.023 25.560
H 13.583 -4.686 23.242
H 12.021 -5.645 22.944
H 13.298 -6.215 24.032
C 4.955 -4.290 20.458
N 4.375 -4.763 19.204
O 4.906 -5.761 18.681
O 3.393 -4.263 18.758
H 4.608 -3.257 20.472
H 6.031 -4.319 20.288
H 4.678 -4.892 21.323
C 7.977 -7.287 17.307
N 6.868 -8.262 17.189
O 7.144 -9.462 17.256
O 5.821 -7.796 16.776
H 8.383 -7.512 18.293
H 7.641 -6.251 17.354
H 8.548 -7.583 16.426
C 13.189 -1.131 21.926
N 11.795 -1.575 21.948
O 11.582 -2.800 22.099
O 10.907 -0.745 21.824
H 13.320 -0.117 22.304
H 13.569 -1.341 20.926
H 13.678 -1.829 22.606
C 8.722 -6.385 26.195
O 8.974 -5.323 27.073
C 8.127 -4.804 27.888
O 6.951 -5.251 28.036
O 8.820 -3.978 28.694
C 8.249 -3.572 29.940
H 7.726 -6.401 25.752
H 8.787 -7.314 26.762
H 9.531 -6.454 25.468
H 8.040 -2.520 29.750
H 9.022 -3.474 30.701
H 7.521 -4.242 30.399
C 11.436 -4.850 19.283
O 11.856 -3.533 18.896
C 13.122 -3.257 18.578
O 14.063 -4.034 18.752
O 13.315 -1.994 18.070
C 14.472 -1.517 17.441
H 10.354 -4.870 19.413
H 11.965 -5.346 20.096
H 11.520 -5.413 18.353
H 14.198 -1.033 16.503
H 15.269 -2.248 17.311
H 15.018 -0.793 18.045
C 8.955 -3.476 16.377
O 8.102 -3.240 17.547
C 8.386 -2.193 18.371
O 9.266 -1.365 18.127
O 7.615 -2.283 19.469
C 7.661 -1.241 20.413
H 10.024 -3.414 16.578
H 8.629 -2.782 15.602
H 8.769 -4.509 16.080
H 6.753 -0.812 20.837
H 8.285 -0.397 20.119
H 8.263 -1.674 21.212
Cl 8.212 -5.790 20.462
C 8.924 -5.495 22.090
C 7.879 -4.938 23.076
Cl 6.621 -6.074 23.417
H 9.748 -4.788 21.995
H 9.350 -6.441 22.425
H 7.404 -4.088 22.585
H 8.296 -4.717 24.058



Entry 3:
43
Properties=species:S:1:pos:R:3 method="wB97M-V/def2-TZVPD" s2=6.050 gap_ev="7.1 / 4.4" multiplicity=5 charge=+2
Ru 1.442 2.257 -0.538
C -1.768 -4.471 -1.557
C -2.715 -3.358 -1.126
C -3.734 -3.751 -0.075
C -3.050 -4.105 1.239
C -2.101 -3.033 1.665
C -1.717 -2.908 2.980
C -0.862 -1.882 3.347
F -0.503 -1.755 4.594
C -0.356 -0.932 2.422
C -0.710 -1.036 1.099
C -0.196 -0.089 0.117
O 0.569 0.830 0.532
C -0.596 -0.272 -1.236
C -1.412 -1.317 -1.522
N -1.896 -2.206 -0.602
C -1.573 -2.091 0.694
C -0.190 0.590 -2.429
O -0.650 0.310 -3.501
O 0.639 1.566 -2.193
H -2.354 -5.315 -1.919
H -1.138 -4.814 -0.734
H -1.118 -4.143 -2.368
H -3.228 -2.954 -1.997
H -4.305 -4.599 -0.451
H -4.440 -2.932 0.079
H -2.487 -5.041 1.152
H -3.777 -4.270 2.034
H -2.087 -3.587 3.738
H 0.302 -0.144 2.765
H -1.714 -1.467 -2.553
F 5.204 7.598 -1.653
C 4.614 6.628 -1.003
C 3.825 5.715 -1.710
F 3.677 5.828 -3.012
C 3.227 4.719 -0.996
F 2.450 3.804 -1.675
C 3.357 4.558 0.383
S 2.581 3.276 1.210
C 4.158 5.492 1.058
F 4.320 5.392 2.360
C 4.780 6.517 0.374
F 5.529 7.390 1.010



Entry 4:
84
Properties=species:S:1:pos:R:3 method="wB97M-V/def2-TZVPD" s2=6.023 gap_ev="3.4 / 6.4" multiplicity=5
Pd 2.142 -0.346 4.227
Cl 2.802 -2.421 5.254
P -0.419 0.083 -0.512
C -1.471 -0.713 0.782
H -2.491 -0.537 0.377
H -1.345 -0.034 1.654
C 1.435 0.331 -0.476
C -1.132 1.797 -0.596
C 1.981 0.498 -1.918
H 1.569 1.291 0.061
C 3.461 0.884 -1.910
H 1.854 -0.447 -2.469
H 1.429 1.266 -2.479
C 4.312 -0.124 -1.134
H 3.813 0.966 -2.945
H 3.560 1.879 -1.456
C 3.761 -0.397 0.274
H 4.355 -1.067 -1.696
H 5.338 0.251 -1.060
C 2.263 -0.698 0.292
H 4.296 -1.238 0.731
H 3.948 0.470 0.918
H 2.120 -1.688 -0.163
H 1.920 -0.749 1.341
C -0.931 -0.946 -1.980
C -2.642 1.846 -0.902
H -0.988 2.150 0.446
C -3.180 3.287 -0.838
H -2.835 1.416 -1.899
H -3.201 1.235 -0.181
C -2.395 4.263 -1.721
H -4.236 3.279 -1.134
H -3.130 3.627 0.207
C -0.877 4.176 -1.525
H -2.640 4.082 -2.776
H -2.716 5.285 -1.500
C -0.339 2.738 -1.522
H -0.362 4.728 -2.322
H -0.602 4.643 -0.568
H -0.369 2.337 -2.552
H 0.719 2.779 -1.223
C -0.137 -2.258 -2.058
H -1.981 -1.190 -1.737
C -0.845 -3.240 -2.998
H 0.871 -2.057 -2.448
H -0.004 -2.725 -1.074
C -1.043 -2.653 -4.399
H -0.269 -4.172 -3.047
H -1.824 -3.490 -2.569
C -1.606 -1.223 -4.387
H -0.077 -2.649 -4.919
H -1.712 -3.301 -4.975
C -0.919 -0.299 -3.366
H -1.522 -0.775 -5.384
H -2.675 -1.270 -4.146
H 0.119 -0.129 -3.684
H -1.410 0.682 -3.361
C 0.084 -2.657 1.546
C -1.350 -2.161 1.131
H 0.858 -2.571 0.773
C -2.373 -2.628 2.193
H -1.606 -2.735 0.219
C -1.851 -2.795 3.630
H -3.217 -1.931 2.219
H -2.735 -3.605 1.836
C -0.719 -3.797 3.737
H -1.524 -1.822 4.019
H -2.679 -3.158 4.250
C 0.345 -3.604 2.625
H -0.241 -3.737 4.717
H -1.089 -4.823 3.635
H 1.309 -3.360 3.106
H 0.481 -4.588 2.139
F 1.043 5.239 3.675
C 1.074 3.879 3.467
C 2.258 3.323 2.982
C 2.352 1.933 2.946
C 1.288 1.189 3.486
C 0.028 1.738 3.783
C -0.060 3.143 3.826
H 3.099 3.957 2.698
H 3.235 1.409 2.584
H -0.800 1.079 4.041
H -0.958 3.649 4.187



Entry 5:
10
Properties=species:S:1:pos:R:3 method="wB97M-V/def2-TZVPD" gap_ev=9.3
H 2.789 0.567 0.276
N 2.078 -0.062 0.057
C 0.813 0.086 0.018
C -0.251 1.203 -0.098
C -1.412 0.588 0.019
N -1.199 -0.732 0.222
O 0.048 -1.009 -0.207
H -0.101 2.303 -0.069
H -2.405 0.996 -0.030
H -1.720 -1.495 -0.105



Entry 6:
16
Properties=species:S:1:pos:R:3 method="wB97M-V/def2-TZVPD" gap_ev=8.8
C -2.618 -0.404 -0.168
C -1.157 -0.056 -0.076
C -0.692 1.086 0.521
N 0.672 1.045 0.515
C 1.123 -0.101 -0.084
C 2.615 -0.286 -0.140
C -0.005 -0.806 -0.474
H -3.220 0.494 -0.355
H -2.982 -0.837 0.772
H -2.840 -1.120 -0.965
H -1.225 1.920 0.954
H 1.280 1.740 0.914
H 3.087 0.476 0.495
H 2.956 -1.253 0.241
H 3.042 -0.151 -1.139
H -0.038 -1.747 -1.012



Entry 7:
62
Properties=species:S:1:pos:R:3 method="wB97M-V/def2-TZVPD" s2=0.753 gap_ev="5.2 / 7.5" multiplicity=2 charge=-1
Hg 0.003 -0.134 -0.486
O 0.360 0.743 2.284
C 1.763 0.917 2.450
C 2.465 1.601 1.281
N 2.410 0.906 0.002
C 2.720 1.795 -1.118
C 2.281 1.215 -2.484
O 3.155 1.018 -3.331
O 1.021 1.039 -2.625
C 3.249 -0.292 -0.042
C 2.724 -1.451 0.816
O 3.504 -1.945 1.644
O 1.528 -1.808 0.583
H -0.088 1.577 2.072
H 2.169 -0.075 2.624
H 1.972 1.518 3.345
H 3.513 1.773 1.587
H 2.005 2.583 1.136
H 3.793 2.022 -1.174
H 2.172 2.730 -0.971
H 4.277 -0.065 0.270
H 3.269 -0.642 -1.075
C -3.355 -0.635 1.373
C -2.136 -1.250 2.081
N -1.243 -1.939 1.188
C -1.633 -3.180 0.583
C -2.464 -2.985 -0.715
N -1.969 -1.902 -1.543
C -2.934 -0.991 -2.118
C -3.726 -0.171 -1.052
N -3.020 0.103 0.174
H -3.877 -0.001 2.102
H -4.050 -1.435 1.105
H -2.520 -1.908 2.881
H -1.564 -0.446 2.545
H -0.281 -1.934 1.506
H -2.223 -3.813 1.268
H -0.721 -3.726 0.332
H -3.497 -2.759 -0.444
H -2.487 -3.939 -1.256
H -1.275 -2.195 -2.213
H -3.684 -1.497 -2.750
H -2.375 -0.304 -2.758
H -4.652 -0.711 -0.823
H -4.027 0.765 -1.531
H -2.780 1.066 0.348
C 0.194 5.217 1.622
C -0.129 4.939 0.160
S -0.478 3.168 -0.057
O -1.404 2.807 1.084
C -1.518 3.308 -1.516
C -0.711 3.646 -2.764
H 0.265 6.291 1.793
H 1.139 4.759 1.918
H -0.592 4.813 2.259
H 0.718 5.169 -0.490
H -1.006 5.500 -0.169
H -2.294 4.039 -1.279
H -1.967 2.316 -1.604
H -0.255 4.636 -2.693
H -1.363 3.641 -3.639
H 0.067 2.895 -2.917



Entry 8:
84
Properties=species:S:1:pos:R:3 method="wB97M-V/def2-TZVPD" s2=0.756 gap_ev="7.7 / 7.8" multiplicity=2
Ti 0.742 -0.412 0.581
C 2.622 -3.780 1.216
P 0.986 -3.033 0.886
C -0.089 -3.817 2.145
C 0.440 -3.953 -0.603
C 0.713 -5.313 -0.760
C 0.266 -5.999 -1.875
C -0.467 -5.334 -2.850
C -0.746 -3.986 -2.703
C -0.295 -3.285 -1.585
P -0.663 -1.509 -1.353
C -0.435 -0.832 -3.033
C -2.482 -1.504 -1.170
H 2.531 -4.809 1.566
H 3.141 -3.190 1.970
H 3.200 -3.763 0.293
H 0.000 -4.903 2.108
H -1.122 -3.531 1.946
H 0.176 -3.463 3.140
H 1.282 -5.842 -0.005
H 0.488 -7.053 -1.986
H -0.818 -5.867 -3.724
H -1.318 -3.477 -3.469
H -1.137 -1.269 -3.744
H 0.586 -1.012 -3.366
H -0.613 0.242 -2.980
H -2.965 -2.049 -1.981
H -2.806 -0.463 -1.170
H -2.757 -1.947 -0.214
Cl 6.382 -1.322 5.337
C 4.822 -1.041 4.614
C 4.551 0.174 4.009
C 3.319 0.381 3.414
C 2.325 -0.604 3.408
C 1.026 -0.364 2.736
C 2.623 -1.802 4.064
C 3.857 -2.031 4.655
H 5.307 0.949 3.993
H 3.116 1.329 2.932
H 0.722 0.678 2.905
H 0.231 -0.987 3.159
H 1.866 -2.576 4.134
H 4.064 -2.968 5.156
F 6.730 1.582 1.634
C 5.648 1.068 1.004
C 4.647 1.921 0.591
C 3.537 1.385 -0.043
C 3.422 0.007 -0.286
C 2.227 -0.524 -0.991
C 4.459 -0.814 0.168
C 5.573 -0.294 0.808
H 4.740 2.985 0.765
H 2.747 2.045 -0.383
H 2.415 -1.491 -1.465
H 1.894 0.188 -1.753
H 4.410 -1.880 -0.015
H 6.376 -0.931 1.157
C -3.249 3.034 -3.756
As -2.384 2.518 -2.074
C -1.707 4.286 -1.595
C -3.982 2.437 -0.891
C -4.870 3.640 -0.925
C -4.647 4.710 -0.058
C -5.448 5.841 -0.104
C -6.490 5.923 -1.017
C -6.727 4.862 -1.879
C -5.924 3.732 -1.831
H -3.895 3.901 -3.626
H -3.836 2.204 -4.150
H -2.467 3.273 -4.478
H -2.477 5.050 -1.700
H -0.870 4.526 -2.251
H -1.344 4.269 -0.568
H -3.587 2.269 0.112
H -4.530 1.540 -1.186
H -3.839 4.644 0.662
H -5.261 6.660 0.579
H -7.117 6.804 -1.053
H -7.544 4.912 -2.589
H -6.120 2.904 -2.504
O 0.340 1.714 0.454
N -0.813 1.566 0.991
O -1.440 2.491 1.432
O -1.269 0.376 1.019



Number 1: E -58254.476 eV. Number 2: E -88573.533 eV. Number 3: E -58254.726 eV. Number 4: E -60945.049 eV. Number 5: E -8200.371 eV. Number 6: E -7857.979 eV. Number 7: E -50399.573 eV. Number 8: E -160288.485 eV.